Molecular formula: C2HCl3F2O2S2
Method: DFT, ωB97M-V with the def2-TZVPD basis set

Charge: 0
Kohn-Sham gap (alpha / beta), eV: 6.92 / 6.93
Energy relative to the best compared isomer or geometry (same formula, charge and spin), kcal per mole: 27.2

XYZ file:
```
12
Properties=species:S:1:pos:R:3:mulliken_charge:R:1
O 0.242 0.672 -1.873 -0.53
C 1.651 0.332 0.418 0.30
H -2.227 -0.283 0.726 0.26
Cl 1.432 -0.414 1.987 -0.09
F -1.031 1.100 1.516 -0.17
S 0.053 -0.195 -0.750 0.60
C -1.420 0.585 0.396 0.28
O -0.907 -2.940 -0.366 -0.53
S -0.470 -2.074 -1.558 0.22
Cl 1.721 2.068 0.487 -0.06
Cl 2.920 -0.354 -0.553 -0.09
F -1.963 1.503 -0.431 -0.19
```

***

Molecular formula: C2HClF3N
Method: DFT, ωB97M-V with the def2-TZVPD basis set

SMILES: FC(F)(F)/N=C/Cl
Charge: 0
Kohn-Sham gap, eV: 10.61
Energy relative to the best compared isomer or geometry (same formula, charge and spin), kcal per mole: 16.0

XYZ file:
```
8
Properties=species:S:1:pos:R:3:mulliken_charge:R:1
Cl -2.642 -0.938 -0.073 -0.07
C -1.292 -0.050 0.095 0.13
C 1.049 -0.024 -0.074 0.88
F 2.074 -0.839 -0.329 -0.24
N -0.135 -0.798 -0.159 -0.50
F 1.217 0.605 1.084 -0.25
F 1.174 0.982 -0.942 -0.26
H -1.446 1.063 0.398 0.31
```

***

Molecular formula: C2HClF3N
Method: DFT, ωB97M-V with the def2-TZVPD basis set

SMILES: [H]/N=C(\Cl)C(F)(F)F
Charge: 0
Kohn-Sham gap, eV: 11.38
Energy relative to the best compared isomer or geometry (same formula, charge and spin), kcal per mole: 5.0

XYZ file:
```
8
Properties=species:S:1:pos:R:3:mulliken_charge:R:1
F -1.054 -1.921 -2.820 -0.24
F 0.760 -0.761 -2.787 -0.22
H 0.049 0.423 0.494 0.27
F 0.648 -2.727 -1.718 -0.23
C -0.429 -0.920 -0.783 0.26
Cl -1.884 -1.366 -0.082 -0.12
C -0.002 -1.583 -2.065 0.79
N 0.439 0.011 -0.340 -0.52
```

***

Molecular formula: C2HClF3N
Method: DFT, ωB97M-V with the def2-TZVPD basis set

SMILES: [H]/N=C(\Cl)C(F)(F)F
Charge: 0
Kohn-Sham gap, eV: 11.69
Energy relative to the best compared isomer or geometry (same formula, charge and spin), kcal per mole: 6.2

XYZ file:
```
8
Properties=species:S:1:pos:R:3:mulliken_charge:R:1
N 0.251 -0.484 0.095 -0.45
C 1.168 0.360 -0.023 0.14
F 2.558 -1.098 -1.131 -0.27
F 2.533 -1.215 1.064 -0.22
H -0.630 -0.106 -0.113 0.27
Cl 1.187 2.111 -0.032 -0.13
F 3.542 0.462 0.049 -0.22
C 2.495 -0.322 0.050 0.89
```